{
  "formula": "C4H6ClN",
  "method": "ωB97M-V/def2-TZVPD",
  "species": ["C", "C", "C", "C", "N", "Cl", "H", "H", "H", "H", "H", "H"],
  "coordinates": [[0.3820, -0.5598, -0.1126], [-0.4006, 0.4545, -0.3337], [0.8180, -1.8662, 0.3602], [-1.4727, 1.4866, -0.0090], [0.9319, 0.3770, -0.9751], [2.1653, 1.4601, -0.2132], [1.8485, -1.8212, 0.2394], [0.4128, -2.7517, -0.3086], [0.5208, -2.1378, 1.4121], [-1.8630, 1.4907, 0.9500], [-2.2461, 1.2607, -0.7333], [-1.0967, 2.6070, -0.2762]],
  "forces_ev_per_a": [[-2.1, -0.5, 0.9], [0.5, 0.6, 1.8], [-2.4, -2.2, 0.0], [2.3, 1.7, -3.8], [-0.6, 0.9, -2.4], [0.7, 0.5, 0.8], [2.1, -0.5, 0.1], [0.7, 1.9, 1.1], [0.4, 0.6, -1.0], [-0.4, -0.4, 1.9], [-0.6, 0.3, 0.0], [-0.6, -2.8, 0.6]],
  "mulliken_charge": [0.443, 0.492, -1.072, -0.997, -0.372, -0.221, 0.332, 0.249, 0.271, 0.335, 0.290, 0.250],
  "smiles": "CC1=C(C)N1Cl"
}

{
  "formula": "C4H6ClN2O",
  "method": "ωB97M-V/def2-TZVPD",
  "species": ["C", "C", "C", "C", "N", "N", "O", "Cl", "H", "H", "H", "H", "H", "H"],
  "coordinates": [[-1.0230, 1.2682, 0.0913], [-2.0891, 0.5413, -0.0131], [0.7597, -0.4589, -0.0302], [0.3183, 0.7992, 0.6372], [-0.0838, -1.4598, -0.0084], [1.9194, -0.5301, -0.6844], [-1.2284, -1.3901, 0.6087], [-3.6136, 0.2172, -0.3079], [-1.0672, 2.3121, -0.1950], [1.0617, 1.5841, 0.5301], [0.1657, 0.5861, 1.7010], [0.0979, -2.3318, -0.5117], [2.5608, 0.2443, -0.6868], [2.2217, -1.3817, -1.1308]],
  "forces_ev_per_a": [[0.0, 0.0, -0.1], [1.8, -1.9, 0.7], [-0.2, -0.2, 0.0], [-0.2, -0.4, 0.2], [1.3, 0.0, -0.6], [0.1, 0.0, -0.1], [-1.9, 2.1, 0.1], [-0.6, 0.0, -0.1], [-0.2, 0.1, -0.1], [0.0, 0.0, 0.0], [0.1, 0.0, -0.1], [0.0, 0.3, 0.1], [0.0, 0.0, 0.0], [0.0, 0.1, 0.0]],
  "mulliken_charge": [-0.407, 0.576, 0.659, -0.590, 0.010, -0.417, -0.550, -0.013, 0.395, 0.406, 0.289, 0.235, 0.213, 0.195],
  "charge": 1
}

{
  "formula": "C4H6ClN3O2",
  "method": "ωB97M-V/def2-TZVPD",
  "species": ["C", "C", "C", "C", "N", "N", "N", "O", "O", "Cl", "H", "H", "H", "H", "H", "H"],
  "coordinates": [[0.9758, 0.0808, 0.8465], [-0.4539, 0.3702, -1.7334], [0.9561, -1.2824, 0.8253], [-2.0319, 1.5580, -0.4229], [-0.0626, 0.8646, 0.5163], [-0.7766, 0.8331, -0.5651], [1.9580, -2.1493, 1.2688], [1.7169, -3.3446, 1.1673], [3.0015, -1.7038, 1.7101], [2.2771, 0.9693, 1.5395], [0.4905, -0.1248, -1.8693], [-1.1147, 0.4980, -2.5644], [0.0842, -1.7964, 0.4386], [-2.2096, 1.7326, 0.6355], [-1.9621, 2.5139, -0.9406], [-2.8486, 0.9806, -0.8523]],
  "forces_ev_per_a": [[0.2, -1.0, -0.1], [0.2, -0.3, 0.1], [-1.0, 1.1, -0.7], [-0.8, 0.5, 0.1], [-0.2, 1.0, 1.3], [0.5, -0.7, -1.0], [0.7, -0.4, 0.1], [-0.1, -0.3, 0.0], [0.2, -0.1, 0.1], [0.0, 0.3, 0.0], [0.1, -0.1, 0.1], [-0.3, 0.1, -0.1], [0.2, 0.0, 0.1], [0.1, -0.1, -0.1], [0.1, -0.1, 0.0], [0.1, -0.1, 0.0]],
  "mulliken_charge": [0.220, -0.359, -0.456, -0.931, -0.782, 0.644, 0.920, -0.611, -0.581, -0.125, 0.339, 0.274, 0.449, 0.314, 0.332, 0.354]
}

{
  "formula": "C4H6ClPS",
  "method": "ωB97M-V/def2-TZVPD",
  "species": ["C", "C", "C", "C", "P", "S", "Cl", "H", "H", "H", "H", "H", "H"],
  "coordinates": [[0.7522, 2.0718, 2.0407], [-1.0065, -2.6106, 0.7823], [0.1810, 1.1430, 1.3415], [-0.8372, -1.3303, 0.7728], [0.7142, -0.5155, 0.9059], [2.2468, -0.8656, -0.3735], [-2.6940, 0.8827, -0.3519], [0.1015, 2.9347, 2.2690], [1.6242, 2.0094, 2.6369], [-1.8645, -3.1237, 0.4446], [-0.3481, -3.1723, 1.3799], [-0.6633, 1.1950, 0.6555], [-1.5925, -0.8590, 0.1067]],
  "forces_ev_per_a": [[-1.5, 1.8, 1.5], [0.3, -1.8, 1.7], [1.3, -2.2, -1.4], [0.8, 0.8, -1.8], [1.4, 0.5, -2.2], [-2.4, 0.4, 2.4], [0.2, -0.1, 0.0], [0.7, 0.0, -0.6], [0.8, -0.4, 0.3], [-0.9, -0.2, -0.6], [0.9, -1.2, 0.3], [-1.4, 0.6, 0.2], [-0.1, 1.8, 0.3]],
  "mulliken_charge": [-0.566, -0.655, 0.332, 0.198, 0.525, -0.175, -0.647, 0.257, 0.290, 0.296, 0.264, -0.143, 0.024]
}

{
  "formula": "C4H6F12FeO15S4",
  "method": "ωB97M-V/def2-TZVPD",
  "species": ["Fe", "C", "F", "F", "F", "S", "O", "O", "O", "C", "F", "F", "F", "S", "O", "O", "O", "C", "F", "F", "F", "S", "O", "O", "O", "C", "F", "F", "F", "S", "O", "O", "O", "O", "H", "H", "O", "H", "H", "O", "H", "H"],
  "coordinates": [[0.2568, 0.4415, -0.5275], [-4.1342, 1.4235, -0.4925], [-3.9062, 2.1192, -1.6228], [-3.6469, 2.1267, 0.5344], [-5.4505, 1.3230, -0.3031], [-3.3643, -0.2586, -0.5403], [-3.8107, -0.8113, -1.7753], [-1.9277, 0.0384, -0.4574], [-3.8961, -0.8538, 0.6193], [0.9396, -2.7515, 2.2170], [1.1976, -3.1909, 0.9775], [0.6259, -3.7772, 2.9983], [2.0694, -2.2001, 2.6712], [-0.3880, -1.4780, 2.2345], [-1.6209, -2.1029, 2.0380], [-0.1956, -0.8745, 3.5175], [0.0410, -0.6103, 1.0953], [1.1371, -3.2088, -2.6940], [1.5043, -2.8835, -3.9287], [1.0152, -4.5147, -2.6151], [2.1484, -2.8054, -1.8663], [-0.4341, -2.3747, -2.2293], [0.0607, -1.0194, -1.8308], [-1.1136, -2.3623, -3.4572], [-0.9828, -3.1198, -1.1570], [1.8913, 2.9236, 3.0156], [1.1280, 3.8948, 3.5060], [3.1530, 3.1632, 3.4121], [1.5233, 1.7675, 3.4622], [1.7933, 2.9780, 1.1502], [1.3192, 1.6565, 0.7328], [0.8134, 3.9886, 0.8430], [3.1356, 3.2430, 0.7354], [2.2047, -0.5449, -0.3895], [2.5468, -0.6718, 0.5062], [2.8554, -0.9260, -0.9884], [-0.8070, 2.2694, -0.6253], [-0.6429, 3.0512, -0.0641], [-1.3488, 2.5572, -1.3703], [1.1950, 1.3698, -2.1586], [1.7467, 0.7561, -2.6615], [1.3683, 2.2491, -2.5118]],
  "forces_ev_per_a": [[-1.8, -1.1, 1.3], [0.2, -0.7, 0.3], [0.0, 0.2, -0.1], [0.2, 0.4, 0.1], [-0.1, 0.1, -0.3], [0.0, 0.2, -0.4], [0.2, 0.1, -1.0], [0.3, 0.3, -0.4], [-0.5, -0.5, 1.6], [-0.2, 0.2, -0.6], [-0.1, -0.2, 0.1], [0.0, -0.1, 0.0], [0.5, 0.1, 0.2], [0.5, 0.8, 0.9], [-1.4, -1.3, -0.8], [0.5, 0.5, 0.0], [0.6, 0.1, 0.1], [0.3, 0.8, 0.7], [0.2, 0.1, -0.3], [0.1, -0.5, 0.0], [-0.1, -0.5, -0.3], [0.0, -0.1, 1.0], [0.6, 0.4, -0.5], [-0.8, 0.3, -1.7], [0.2, -0.2, 0.6], [0.6, 0.9, -0.7], [-0.2, 0.0, 0.3], [-0.2, -0.1, -0.1], [-0.5, -1.1, 0.6], [0.5, 0.8, -0.5], [0.0, -0.8, 0.3], [-0.5, 0.4, 0.0], [0.3, 0.0, -0.1], [0.8, 0.1, 0.2], [-0.2, 0.2, 0.0], [-0.3, -0.1, -0.1], [0.0, 0.8, -0.4], [0.5, -0.1, 0.1], [-0.2, -0.3, 0.1], [0.5, -0.1, -0.8], [-0.2, 0.0, 0.0], [-0.1, 0.1, 0.4]],
  "mulliken_charge": [1.804, 0.563, -0.260, -0.237, -0.223, 1.056, -0.717, -0.387, -0.685, 0.513, -0.181, -0.225, -0.252, 1.149, -0.631, -0.676, -0.384, 0.494, -0.241, -0.216, -0.243, 1.038, -0.649, -0.587, -0.622, 0.617, -0.251, -0.253, -0.164, 1.251, -0.253, -0.857, -0.693, -0.242, 0.203, 0.232, -0.427, 0.224, 0.261, -0.376, 0.244, 0.283],
  "spin_multiplicity": 6,
  "charge": -1,
  "s_squared": 8.755
}

{
  "formula": "C4H6F2",
  "method": "ωB97M-V/def2-TZVPD",
  "species": ["C", "C", "C", "C", "H", "H", "H", "H", "H", "H", "F", "F"],
  "coordinates": [[1.0863, 0.0146, 0.0861], [-0.0368, 1.0729, 0.0413], [-1.1035, -0.0603, 0.1297], [0.0445, -1.0654, -0.3319], [-0.1736, 1.9096, 0.7140], [-0.0282, 1.5290, -0.9363], [-1.5209, -0.1630, 1.1143], [-2.0050, 0.0793, -0.5117], [0.0639, -1.9496, 0.3540], [0.0672, -1.3062, -1.3403], [2.1755, 0.1346, -0.6703], [1.4306, -0.1956, 1.3511]],
  "forces_ev_per_a": [[-3.0, -0.2, -0.4], [-0.5, 0.2, -0.6], [0.3, 0.6, -1.8], [-0.7, 0.2, 3.7], [0.7, -0.1, 0.6], [-0.1, -0.1, -0.6], [0.4, -0.5, 0.6], [0.9, -0.2, 0.1], [0.3, 0.5, -1.0], [-0.1, -0.4, -1.8], [0.6, 0.3, -0.2], [1.2, -0.3, 1.5]],
  "mulliken_charge": [0.998, -0.876, -0.423, -0.846, 0.341, 0.287, 0.268, 0.270, 0.260, 0.348, -0.329, -0.299],
  "smiles": "FC1(F)CCC1"
}

Calculated total energy values, unit eV, following the record order: -18253.7035, -21784.5874, -25327.0033, -36887.4297, -145299.5993, -9679.4614.